Record 1
# C14H20BF3N3O4S

A 2-piece molecular cluster, C14H20BF3N3O4S overall (the ωB97M-V functional and the def2-TZVPD basis, the OMol25 dataset).

XYZ file:
```
46
Properties=species:S:1:pos:R:3:forces:R:3:lowdin_charge:R:1
C 6.56803 -1.50564 0.52901 -0.458 1.001 -1.391 0.07
C 5.51335 -0.92227 0.29585 -0.009 0.326 -0.348 -0.12
C 4.23864 -0.11739 -0.17164 1.082 -0.662 -0.454 -0.20
C 2.92638 -1.01831 -0.19430 0.166 0.010 0.741 -0.17
C 1.56421 -0.21236 -0.06886 0.305 -1.880 0.979 -0.16
N 1.14455 0.50450 -1.32592 -2.499 1.584 2.266 -0.01
C 1.90690 1.71093 -1.72274 -0.039 1.611 -2.930 -0.10
C 1.30055 2.97100 -0.97467 2.222 -1.532 1.766 -0.26
C 2.01877 3.08057 0.42734 -1.296 -0.191 0.638 -0.05
C 2.45851 3.18676 1.56690 0.310 0.807 -1.020 0.13
B 1.71070 4.36832 -1.70368 0.286 2.367 -0.979 -0.47
O 1.79090 4.48374 -3.13404 0.969 -1.182 2.128 0.11
O 2.02404 5.51057 -0.91512 0.468 -2.361 -0.952 0.13
N -0.13494 2.53537 -0.95237 0.650 -1.791 -0.672 0.12
C -0.17769 1.08414 -1.05248 2.069 1.782 -0.994 -0.28
N -1.32109 0.42697 -0.93977 0.997 1.236 -0.197 -0.23
S -2.76313 1.35313 -0.58962 -0.209 -0.124 -0.513 0.87
H 7.62516 -1.86838 0.38531 -1.925 0.373 0.731 0.06
H 4.45658 0.19026 -1.25156 -0.075 -0.422 1.444 0.11
H 4.11334 0.85761 0.39611 0.143 -1.378 -0.329 0.10
H 2.96468 -1.70957 0.71375 -0.131 0.948 -1.161 0.13
H 2.95385 -1.69074 -1.10389 -0.226 0.853 0.970 0.13
H 1.56732 0.44984 0.85843 0.211 -0.546 -1.335 0.13
H 0.75563 -0.99684 0.13167 1.046 0.997 -0.361 0.13
H 3.02310 1.65896 -1.86689 -1.253 -0.413 1.007 0.14
H 1.55807 1.89460 -2.80078 0.528 -0.299 1.240 0.15
H 2.97790 3.54095 2.50160 -0.984 -0.908 -1.494 0.08
H 2.74376 4.52475 -3.38210 -1.004 0.349 -0.198 0.13
H 2.97784 5.71496 -1.00114 -0.776 0.437 0.028 0.13
H -0.57350 3.04975 -1.73037 -0.602 -0.575 0.728 0.15
H -1.30463 -0.59408 -1.04221 -0.321 0.543 -0.057 0.14
H -2.88369 2.13148 -1.74348 0.372 -0.967 0.723 -0.07
C -4.77525 -1.26859 2.36965 0.005 -0.173 0.222 -0.06
C -4.61417 -1.87848 0.99151 -0.276 0.562 0.173 -0.22
O -3.99210 -3.16885 1.07932 0.072 -0.698 -0.130 0.01
C -4.81011 -4.20052 1.36764 -0.584 1.301 -0.161 -0.37
O -5.98893 -4.09813 1.55207 0.563 -0.488 -0.010 0.18
C -4.02645 -5.51292 1.37872 0.840 -1.742 0.238 -0.52
F -2.85059 -5.40315 2.03017 -0.417 0.381 -0.158 0.15
F -3.73709 -5.92829 0.12834 -0.263 0.525 0.185 0.16
F -4.70044 -6.50838 1.97020 -0.085 0.767 -0.209 0.17
H -3.81498 -1.23676 2.89015 -0.015 0.077 -0.102 0.08
H -5.17329 -0.25457 2.29874 0.009 -0.060 -0.025 0.08
H -5.45192 -1.86355 2.98560 -0.044 0.080 -0.121 0.08
H -3.95277 -1.25206 0.38771 0.108 -0.313 -0.012 0.07
H -5.56905 -1.93976 0.46453 0.072 -0.213 0.108 0.13
```
Forces are in eV/Å.

Calculated values
total charge	+1
E_LUMO	-4.05	eV
HOMO level	-12.39	eV
E_tot	-1732.95134	hartree
gap between HOMO and LUMO	8.3	eV

=====

Record 2
# C20H17NO5

One molecule with the formula C20H17NO5 (the ωB97M-V functional and the def2-TZVPD basis, the OMol25 dataset).

XYZ file:
```
43
Properties=species:S:1:pos:R:3:forces:R:3:lowdin_charge:R:1
C 0.35135 -2.74400 -7.06127 -0.033 0.037 -0.227 -0.09
O 0.52720 -2.92298 -5.67720 0.033 0.020 0.336 -0.08
C 0.46040 -1.83277 -4.86381 0.027 0.025 0.172 -0.27
C 0.21650 -0.53198 -5.29466 0.004 -0.163 -0.200 -0.02
C 0.17044 0.49827 -4.36743 -0.005 0.002 0.001 -0.07
C 0.36106 0.25187 -3.02481 0.035 -0.104 0.118 -0.04
C 0.61090 -1.05032 -2.57581 -0.082 0.053 -0.759 -0.20
C 0.80974 -1.25991 -1.15455 0.168 -0.351 0.652 0.00
C 1.20686 -2.38866 -0.55336 -0.112 0.294 -0.372 0.03
C 1.43870 -2.46311 0.89252 0.141 -0.139 0.287 -0.48
O 2.15024 -3.27443 1.43452 -0.088 0.036 -0.154 0.10
O 0.76245 -1.50680 1.56430 -0.191 0.198 -0.113 -0.01
C 1.04062 -1.34455 2.94600 0.410 0.043 0.484 -0.12
C 1.47377 0.10176 3.19885 -0.041 -0.482 -0.128 -0.07
N 0.38765 1.01698 2.93569 0.277 -0.164 0.026 0.04
C -0.58873 1.31344 3.87946 0.070 -0.011 0.151 -0.35
O -0.59319 0.90741 5.01315 -0.063 -0.002 0.000 0.13
C -1.54907 2.20462 3.18566 -0.209 0.314 -0.575 -0.07
C -2.69908 2.81636 3.63827 0.144 -0.098 0.004 0.01
C -3.40832 3.60513 2.73714 -0.010 -0.030 0.112 -0.06
C -2.97329 3.77006 1.43144 0.056 -0.004 -0.099 -0.06
C -1.81122 3.15398 0.97636 0.123 -0.105 0.058 0.01
C -1.10934 2.37213 1.86943 -0.518 0.195 0.414 -0.07
C 0.14548 1.59978 1.70010 0.112 0.035 -0.053 -0.34
O 0.84685 1.48938 0.72687 -0.005 0.088 -0.072 0.12
C 0.65578 -2.08202 -3.50767 -0.029 0.109 -0.077 0.06
H 1.11481 -2.08148 -7.48199 -0.041 -0.016 0.019 0.10
H -0.64276 -2.34790 -7.29333 0.048 -0.002 0.010 0.10
H 0.45427 -3.73460 -7.50139 -0.017 0.094 -0.016 0.09
H 0.06206 -0.30968 -6.33865 -0.010 -0.023 -0.095 0.10
H -0.01857 1.50487 -4.71092 -0.009 0.072 -0.018 0.11
H 0.33120 1.05921 -2.30904 -0.006 0.091 0.105 0.11
H 0.64585 -0.38469 -0.53897 -0.027 -0.014 0.076 0.09
H 1.46028 -3.28770 -1.09422 0.037 -0.063 -0.049 0.11
H 0.12934 -1.56849 3.50992 0.125 0.003 -0.074 0.14
H 1.83366 -2.04091 3.23968 -0.189 0.150 0.021 0.13
H 1.76996 0.21571 4.24386 0.011 0.003 -0.118 0.14
H 2.29993 0.36287 2.53319 -0.046 -0.015 0.134 0.14
H -3.03131 2.68369 4.65597 -0.035 -0.016 0.103 0.12
H -4.31336 4.09676 3.06104 -0.071 0.040 0.018 0.11
H -3.54580 4.38721 0.75530 -0.048 0.048 -0.046 0.11
H -1.46752 3.27981 -0.03850 0.042 0.010 -0.102 0.12
H 0.83677 -3.10051 -3.20589 0.021 -0.158 0.044 0.12
```
Forces are in eV/Å.

Calculated values
SMILES	COc1cccc(/C=C/C(=O)OCCN2C(=O)c3ccccc3C2=O)c1
E_LUMO	-0.51	eV
HOMO level	-8.58	eV
E_tot	-1203.32532	hartree
gap between HOMO and LUMO	8.1	eV

=====

Record 3
# C6H24CaN11O9

C6H24CaN11O9 as an isolated structure (the ωB97M-V functional and the def2-TZVPD basis, the OMol25 dataset).

XYZ file:
```
51
Properties=species:S:1:pos:R:3:forces:R:3:lowdin_charge:R:1
Ca -16.72306 -8.53348 -14.57938 -1.138 1.887 -0.905 1.69
N -19.08027 -6.03700 -14.63107 -0.822 0.296 -0.287 -0.57
O -17.87148 -6.29115 -14.85252 0.948 -0.496 0.442 -0.13
O -19.94691 -6.83034 -15.03672 0.026 -0.618 0.302 -0.03
O -19.41039 -4.97542 -14.10830 0.205 -0.151 0.376 0.01
C -22.84995 -4.66853 -15.24025 0.445 0.195 -0.384 -0.16
O -22.61004 -4.27101 -13.90128 -0.174 0.152 0.320 -0.12
H -23.73725 -5.29773 -15.25406 0.079 -0.117 -0.086 0.08
H -23.01900 -3.81799 -15.91080 -0.191 0.158 0.274 0.08
H -21.98643 -5.17911 -15.67372 -0.147 -0.359 0.153 0.04
H -21.67297 -4.29336 -13.69453 0.079 -0.137 -0.352 0.03
C -19.13740 -8.76803 -12.11434 0.012 -0.633 0.069 -0.61
O -18.07746 -8.58827 -12.78327 0.442 -0.262 -0.465 -0.22
N -19.10259 -9.56608 -11.02264 0.303 0.642 -0.797 0.20
N -20.28866 -8.23697 -12.48717 -0.449 0.260 -0.031 0.23
H -18.22741 -10.04797 -10.92012 -0.182 -0.211 0.498 0.12
H -19.94802 -9.85675 -10.56657 0.141 -0.164 0.183 0.12
H -21.12828 -8.36528 -11.94866 0.020 0.010 0.047 0.13
H -20.36067 -7.69685 -13.34379 0.120 0.060 -0.048 0.08
C -18.13591 -1.74139 -12.77177 -0.654 -0.122 -0.119 -0.70
O -17.62351 -0.65620 -12.61819 0.215 0.256 -0.037 0.04
N -19.44600 -1.99649 -12.43725 -0.201 0.170 0.256 0.15
N -17.50206 -2.81485 -13.32079 0.382 -0.231 -0.170 0.15
H -20.01539 -1.19869 -12.21932 0.066 0.024 0.105 0.10
H -19.92531 -2.84013 -12.69068 0.131 -0.035 -0.118 0.06
H -16.57347 -2.66795 -13.66757 0.091 -0.044 0.162 0.10
H -17.91134 -3.73285 -13.32293 0.036 0.061 -0.176 0.05
C -16.85858 -6.90932 -17.66653 -1.643 -1.347 -1.190 -0.63
O -16.47618 -7.68478 -16.75105 0.850 -0.659 1.253 -0.21
N -16.01691 -6.09741 -18.32416 0.233 0.049 0.875 0.21
N -18.10891 -7.02448 -18.16604 1.653 -0.224 0.518 0.20
H -15.10639 -5.99176 -17.91108 0.024 0.291 -0.208 0.12
H -16.36066 -5.44612 -19.00752 0.092 0.013 -0.050 0.12
H -18.53043 -6.21319 -18.60244 -0.351 0.060 -0.126 0.04
H -18.71834 -7.72402 -17.78551 -0.059 0.066 0.186 0.09
C -19.71021 -3.90831 -18.01145 0.958 0.723 -0.872 -0.60
O -19.51697 -4.97800 -18.60461 -0.989 0.575 -0.099 -0.03
N -20.15944 -2.80150 -18.65531 -0.224 0.459 0.649 0.19
N -19.30496 -3.72768 -16.73369 -0.295 -0.017 -0.152 0.21
H -20.52442 -2.77961 -19.58882 0.074 -0.609 -0.087 0.12
H -20.25892 -1.94142 -18.14349 -0.060 -0.042 0.017 0.11
H -18.89419 -4.51245 -16.27616 0.162 -0.009 0.067 0.06
H -19.34240 -2.85502 -16.23883 -0.090 0.003 0.017 0.12
C -22.30497 -7.85796 -18.43478 -0.559 0.103 -0.323 -0.67
O -22.71250 -7.32843 -19.45144 0.160 -0.111 0.094 0.04
N -21.27649 -7.34206 -17.70334 0.460 0.030 -0.168 0.16
N -22.90436 -8.98182 -17.90421 0.208 -0.064 0.248 0.14
H -20.94598 -7.72855 -16.84011 -0.179 0.088 0.123 0.06
H -20.80796 -6.53233 -18.08760 -0.136 0.021 0.115 0.06
H -23.52040 -9.48265 -18.52019 -0.015 0.083 -0.078 0.10
H -22.38102 -9.54208 -17.25458 -0.058 -0.074 -0.023 0.08
```
Forces are in eV/Å.

Calculated values
total charge	+1
E_LUMO	-4.77	eV
HOMO level	-11.58	eV
E_tot	-2200.08232	hartree
gap between HOMO and LUMO	6.8	eV

=====

Record 4
# C23H55BrFInO13P3

C23H55BrFInO13P3 as an isolated structure (the ωB97M-V functional and the def2-TZVPD basis, the OMol25 dataset).

XYZ file:
```
97
Properties=species:S:1:pos:R:3:forces:R:3:lowdin_charge:R:1
F 5.66982 -4.87675 -0.55315 1.995 -0.774 0.886 -0.17
C 7.08522 -5.02520 -0.14210 2.125 1.663 -0.660 -0.24
C 7.98673 -3.83785 -0.88505 -1.206 -1.338 -0.328 -0.32
In 9.88772 -3.58736 0.31493 0.313 0.520 -0.730 0.27
Br 10.98369 -5.97539 0.77008 -0.338 0.430 0.015 -0.20
C 9.67510 -2.40554 2.23245 -2.127 1.649 0.679 -0.27
C 8.17656 -1.43563 2.16710 -1.423 -0.398 1.515 -0.22
C 8.06634 -0.22793 3.39811 1.940 -2.018 0.480 -0.12
O 7.19652 -1.62954 3.35755 4.390 -0.304 -4.190 -0.25
H 7.56624 -6.06972 -0.43215 -1.585 2.069 0.531 0.11
H 7.23512 -4.85125 1.01356 -1.087 -0.517 -2.184 0.10
H 8.25776 -4.14993 -2.00307 -0.777 0.737 2.395 0.05
H 7.42196 -2.81290 -0.88156 0.842 -1.948 -0.028 0.02
H 11.06889 -2.68722 -0.74706 -0.325 -0.352 0.422 -0.11
H 10.54960 -1.62631 2.25972 -1.690 -1.554 0.183 0.04
H 9.58305 -3.07003 3.19151 0.245 1.620 -1.635 0.05
H 7.73116 -1.15116 1.02745 0.940 -0.689 3.558 0.15
H 7.89666 -0.37019 4.52810 -0.571 1.867 -1.365 0.11
H 9.24591 -0.38273 3.52498 -1.744 -0.657 0.430 0.04
O 0.16415 -1.98361 -1.97791 4.356 -0.943 -0.888 -0.27
P 1.19996 -1.27519 -1.07101 -7.066 4.230 4.109 0.76
O 0.39733 -1.63014 0.34543 0.777 -1.088 0.012 -0.24
C -0.12650 -2.92944 0.58109 -0.244 -0.338 0.313 -0.30
C 0.81330 -3.74113 1.45085 0.067 -0.069 0.122 -0.08
O 0.58146 0.25471 -1.27369 1.558 -0.232 -0.546 -0.23
C -0.11404 0.60595 -2.45769 -0.327 0.006 -0.249 -0.31
C -1.61156 0.48000 -2.23888 -0.201 -0.030 0.203 -0.08
O 2.35734 -0.48364 -0.05769 0.585 -1.571 -2.945 -0.20
C 3.19575 -1.23162 0.79924 0.613 -0.317 0.393 -0.30
C 4.09279 -2.18138 0.03736 0.248 0.151 0.092 -0.08
H -0.33162 -3.47586 -0.34196 0.015 0.262 -0.057 0.10
H -1.08149 -2.80279 1.10084 -0.006 0.124 -0.049 0.10
H 1.76483 -3.90911 0.93899 -0.047 -0.067 0.028 0.07
H 0.37522 -4.71692 1.68891 0.055 0.122 -0.053 0.08
H 1.02781 -3.21869 2.38720 -0.046 -0.061 -0.041 0.07
H 0.22449 0.00779 -3.30978 -0.170 -0.026 0.163 0.10
H 0.13054 1.64795 -2.68713 0.093 -0.033 0.154 0.10
H -1.89254 -0.51984 -1.89410 0.185 0.053 -0.192 0.07
H -2.15825 0.69728 -3.16007 0.008 0.022 0.026 0.07
H -1.94124 1.18017 -1.46225 0.084 -0.014 -0.167 0.07
H 2.60321 -1.74983 1.55199 -0.175 -0.077 -0.105 0.09
H 3.81850 -0.51339 1.34292 -0.154 0.142 -0.220 0.13
H 3.50963 -2.89364 -0.55450 -0.069 -0.142 0.056 0.07
H 4.73013 -2.74057 0.72857 -0.086 -0.017 -0.202 0.08
H 4.73230 -1.62932 -0.65822 -0.040 -0.070 0.103 0.08
O -6.47123 -1.47935 5.32570 3.738 2.582 0.716 -0.26
P -5.12212 -2.20748 5.10901 -5.136 -7.810 -1.782 0.75
O -5.57218 -2.88576 3.65508 0.652 1.186 -0.448 -0.23
C -6.24108 -2.11518 2.66669 -0.292 0.013 -0.525 -0.30
C -5.26763 -1.62801 1.61140 0.088 -0.007 -0.138 -0.08
O -5.48495 -3.51987 6.06307 1.415 1.051 0.385 -0.23
C -6.39331 -3.40246 7.14475 -0.446 0.003 0.267 -0.31
C -7.77686 -3.85767 6.71477 -0.149 -0.146 -0.206 -0.08
O -3.61468 -3.02107 4.86688 -0.281 2.971 1.506 -0.20
C -2.72916 -2.60875 3.84582 0.483 0.153 -0.370 -0.31
C -2.25255 -1.18672 4.04048 0.288 0.036 0.086 -0.07
H -6.77823 -1.26271 3.08790 0.055 -0.176 0.201 0.10
H -6.98544 -2.76711 2.19861 0.064 -0.049 0.126 0.12
H -4.53193 -0.94785 2.04932 -0.038 0.049 -0.050 0.07
H -5.79615 -1.09387 0.81384 0.073 -0.068 0.122 0.08
H -4.72240 -2.46519 1.16694 -0.085 0.068 -0.012 0.08
H -6.40605 -2.38329 7.54422 -0.114 -0.127 -0.167 0.10
H -6.03384 -4.05182 7.94933 0.121 -0.004 -0.154 0.11
H -8.13270 -3.31222 5.83537 0.128 0.104 0.205 0.07
H -8.49899 -3.72286 7.52411 0.047 -0.025 -0.024 0.07
H -7.75723 -4.91773 6.43556 0.037 0.139 0.139 0.08
H -3.18518 -2.75293 2.86729 -0.205 0.074 0.006 0.09
H -1.86559 -3.28123 3.88170 -0.172 -0.053 0.236 0.13
H -3.09026 -0.48260 4.05210 -0.094 0.018 -0.124 0.07
H -1.56717 -0.90127 3.23709 -0.090 0.051 0.071 0.08
H -1.73079 -1.08517 4.99705 -0.031 -0.036 -0.119 0.08
O -3.76261 6.79129 -4.53066 -0.978 -3.541 -2.792 -0.26
P -2.56986 6.27573 -5.37256 5.088 7.071 4.014 0.75
O -1.50802 6.24461 -4.08880 -0.498 -1.341 -0.067 -0.23
C -1.89888 5.71074 -2.83168 0.130 -0.104 0.624 -0.30
C -1.40923 4.28449 -2.67477 0.104 -0.092 0.053 -0.09
O -2.12590 7.76497 -5.96359 -0.474 -1.348 -1.139 -0.23
C -3.08192 8.80016 -6.11638 -0.306 0.424 0.115 -0.31
C -3.04163 9.72784 -4.91468 0.158 0.077 0.232 -0.08
O -1.23715 5.69967 -6.31326 -3.153 -0.908 -0.613 -0.21
C -0.73806 4.39050 -6.12971 0.263 -0.535 -0.021 -0.30
C -1.77553 3.33362 -6.43608 0.007 -0.146 -0.245 -0.08
H -2.97936 5.74398 -2.67631 0.067 0.169 -0.201 0.10
H -1.44174 6.33708 -2.05908 0.002 0.044 -0.148 0.12
H -1.87757 3.63166 -3.41646 -0.049 -0.044 0.062 0.06
H -1.65098 3.89935 -1.67779 0.035 0.046 -0.153 0.08
H -0.32666 4.22547 -2.81707 -0.076 0.018 0.086 0.08
H -4.08460 8.39369 -6.28331 0.136 0.064 0.185 0.10
H -2.81660 9.36400 -7.01633 0.124 -0.149 0.027 0.11
H -3.18752 9.18706 -3.97459 -0.131 -0.039 -0.224 0.07
H -3.81026 10.50079 -4.99486 0.050 -0.029 -0.017 0.07
H -2.06155 10.21418 -4.84412 -0.165 -0.039 -0.109 0.08
H -0.32878 4.27783 -5.12667 -0.146 0.084 0.136 0.09
H 0.10518 4.27110 -6.81815 -0.143 0.263 -0.049 0.13
H -2.65672 3.44134 -5.79610 0.019 -0.026 0.147 0.06
H -1.35632 2.33408 -6.28827 -0.120 0.080 0.020 0.08
H -2.11557 3.41980 -7.47267 0.068 -0.019 0.100 0.08
```
Forces are in eV/Å.

Calculated values
total charge	-1
E_LUMO	-0.76	eV
HOMO level	-5.75	eV
E_tot	-5775.19899	hartree
gap between HOMO and LUMO	5.0	eV